Formula: C26H48Cl3N6O3SiTi
Source: the Open Molecules 2025 dataset
Level of theory: ωB97M-V/def2-TZVPD

Its expectation value of S² is 2.01. The value obtained for the HOMO energy (spin up / spin down) is -2.29 / -4.79 eV. The calculation puts the frontier orbital gap (spin up / spin down) at 4.507 / 6.998 eV. The energy above the lowest of the compared OMol25 structures with the same formula, charge and spin is 25.51 kcal/mol. The value obtained for the LUMO energy (spin up / spin down) is 2.215 / 2.210 eV.

ORCA input file:
```
! RIJCOSX wB97M-V def2-TZVPD def2/J DEFGRID3
* xyz -1 3
C 3.415 -2.566 -3.339
C 2.650 -1.804 -4.387
H 2.899 -3.515 -3.094
H 3.563 -1.966 -2.429
H 4.405 -2.854 -3.729
C 2.317 -2.374 -5.562
C 2.653 -3.781 -5.914
H 1.774 -1.819 -6.328
H 2.204 -4.520 -5.259
H 3.716 -3.991 -5.959
H 2.263 -3.957 -6.903
Ti 1.277 -0.008 0.543
Cl 2.686 -0.413 2.150
Cl 2.906 1.065 -0.639
C 0.576 2.687 0.991
O 0.211 1.472 1.110
N -0.310 3.650 0.846
C -1.748 3.381 0.784
C 0.197 4.945 0.428
H 1.630 2.939 1.048
H -2.075 2.776 1.641
H -2.038 2.903 -0.155
H -2.249 4.346 0.844
H 0.999 5.264 1.109
H -0.617 5.663 0.465
H 0.601 4.910 -0.595
H 0.192 -4.779 2.837
H -1.058 -3.783 -0.109
C -0.878 -4.513 2.870
C -1.793 -3.688 0.704
N -1.124 -3.379 1.981
H -1.147 -4.216 3.898
C -0.378 -2.272 2.201
O -0.032 -1.466 1.290
H -2.524 -2.902 0.474
H -0.046 -2.143 3.253
H -1.468 -5.369 2.526
H -2.324 -4.645 0.824
O 1.717 -0.232 -2.749
C 2.376 -0.312 -4.016
C 0.685 0.198 -5.847
C 1.745 0.619 -5.042
H 0.278 -0.814 -5.735
C 0.171 1.083 -6.814
H 3.400 0.074 -3.865
C 2.287 1.903 -5.170
H -0.687 0.765 -7.418
C 0.774 2.335 -6.985
C 1.820 2.759 -6.158
H 3.079 2.185 -4.492
H 0.406 2.988 -7.783
H 2.289 3.730 -6.315
Si -0.018 -0.262 -2.215
Cl 0.339 -2.307 -1.834
C -1.265 -0.876 -3.493
C -0.149 1.701 -2.439
C -1.363 -0.181 -0.772
H -1.294 -0.210 -4.351
H -2.255 -0.912 -3.031
H -1.009 -1.899 -3.812
H -1.383 -1.092 -0.156
H -2.340 -0.215 -1.278
H -1.371 0.682 -0.091
H -0.178 1.957 -3.511
H 0.674 2.289 -2.029
H -1.074 2.093 -1.997
C -0.992 1.458 4.452
N -0.759 0.009 4.592
C -2.050 -0.630 4.915
N -2.636 -0.105 6.178
C -2.822 1.364 6.024
N -1.546 2.056 5.702
C -0.590 1.795 6.802
N -0.330 0.331 6.996
C 0.187 -0.206 5.698
C -1.637 -0.332 7.270
H -1.721 1.625 3.642
H -0.039 1.965 4.221
H -1.902 -1.715 5.023
H -2.756 -0.413 4.101
H -3.211 1.764 6.969
H -3.534 1.540 5.211
H 0.370 2.290 6.577
H -1.022 2.183 7.740
H 0.375 -1.284 5.834
H 1.133 0.316 5.463
H -2.042 0.081 8.205
H -1.460 -1.416 7.365
*
```